This record from OMol25 describes a structure of composition C43H67GaN9O6P2. The level of theory is ωB97M-V/def2-TZVPD.

```
128
Properties=species:S:1:pos:R:3:lowdin_charge:R:1
Ga 0.00708 -0.22946 -0.54083 0.371
P -0.10720 2.26165 1.62095 0.500
P -2.11155 2.07922 -0.57478 0.505
O -2.96696 2.88429 -1.56465 -0.147
O -1.22912 1.03557 -1.25234 -0.202
O 0.43878 0.99260 1.01393 -0.218
O -1.17881 2.06814 2.72289 -0.175
O 1.00763 3.09507 2.28061 -0.135
O -3.07666 1.32082 0.35909 -0.167
N -0.11176 -6.33210 8.09865 0.204
N 4.24201 -0.20332 -1.72812 -0.128
N 2.01183 -0.21512 -0.88720 0.119
N -1.28553 -2.73211 2.48028 0.021
N 2.77290 1.47504 -2.27370 -0.119
N 0.40871 -2.17083 -4.17134 -0.115
N -1.49773 -0.99581 -3.56420 -0.121
N -0.00715 -1.65249 -1.91695 0.094
N -0.94890 -1.33898 0.82987 0.062
C -0.35713 -1.62813 -3.21030 -0.351
C 0.69744 -5.18481 -0.96149 -0.028
C 3.00947 -3.58491 1.45091 -0.026
C -2.48261 -2.61725 1.80800 0.005
C -2.13459 0.36175 4.10738 -0.018
C 3.36101 2.89491 1.71478 -0.024
C -2.73562 3.94828 -2.57970 -0.356
C 0.19929 -4.05306 -1.63585 0.005
C -4.34965 1.72734 1.02709 -0.362
C -2.26530 -1.75950 0.78074 -0.067
C 1.85390 -2.26813 -4.04904 -0.008
C -0.56901 -4.97158 5.94828 -0.201
C -2.82450 5.29444 -1.90266 -0.021
C -2.02380 -3.56986 4.64489 0.001
C 0.66159 -2.79320 -1.36279 -0.212
C -0.86960 2.30979 5.10843 -0.018
C -4.23055 3.10779 1.62865 -0.026
C 2.99333 0.31140 -1.61036 -0.336
C -1.05099 3.17164 0.38419 -0.180
C 3.47832 -2.35051 1.79998 -0.038
C -1.64496 -0.31085 -4.84164 -0.022
C 1.97172 4.81257 0.79884 -0.028
C 2.09867 -3.74663 0.37618 -0.162
C -1.78524 -4.31206 5.78866 0.011
C 4.59781 -1.61804 -1.78650 -0.011
C -1.43823 3.71028 -3.31499 -0.029
C -0.31447 -5.72950 7.14314 -0.158
C 3.42473 1.76743 -3.54984 -0.016
C 1.67605 -2.61035 -0.36675 -0.093
C 1.60792 -5.03279 0.04112 -0.009
C -1.04630 -3.50724 3.66489 -0.178
C 0.40427 -4.90049 4.95412 0.010
C 5.41587 0.67095 -1.67130 -0.023
C -0.96609 1.30820 3.98271 -0.386
C -0.15746 -2.85710 -5.33122 -0.011
C 2.29093 -1.35232 -0.04995 -0.260
C -5.48326 1.57103 0.04326 -0.022
C 3.11976 -1.22581 1.03208 -0.014
C 2.22234 3.86361 1.94609 -0.361
C 0.16194 -4.17236 3.80311 0.011
C -2.72513 -1.15175 -2.79646 -0.017
C -0.39155 -1.95095 1.86539 -0.079
C 1.58183 2.25508 -2.02585 -0.062
H -4.42069 0.97908 1.81536 0.141
H -2.95913 -3.03669 4.53450 0.121
H -1.79254 2.88518 5.18419 0.099
H 0.31965 -6.16492 -1.21894 0.123
H -2.80959 6.07683 -2.66138 0.107
H -2.23753 -0.88023 -5.55991 0.102
H -3.05911 0.92857 4.22778 0.097
H -0.36539 3.66475 -0.30803 0.066
H 0.62830 -1.82612 2.19581 0.152
H 2.82200 5.49007 0.71965 0.108
H -2.53565 -4.37540 6.56429 0.137
H 1.89067 4.28229 -0.15271 0.057
H -0.71594 1.78376 6.05083 0.104
H -1.36073 4.42289 -4.13573 0.111
H -3.40561 3.16236 2.33945 0.073
H -3.45383 -1.71801 -3.38145 0.112
H -1.39065 2.70328 -3.72998 0.071
H -1.64267 3.93780 0.88810 0.098
H -0.58098 3.87432 -2.65743 0.066
H -2.15726 0.63574 -4.66305 0.087
H -0.03560 2.99371 4.95937 0.085
H -2.00343 -0.26620 4.98903 0.099
H -5.40368 2.29556 -0.76683 0.086
H 1.31632 2.19199 -0.97314 0.048
H 6.00539 0.59799 -2.58631 0.103
H 0.27255 -3.85880 -5.37986 0.108
H 0.89809 -4.14447 3.00963 0.096
H 1.33882 -5.42878 5.08182 0.134
H -3.35643 -3.17517 2.09474 0.144
H 2.38395 4.43061 2.86013 0.156
H 3.16759 2.27861 0.83377 0.063
H 2.66138 1.87412 -4.32379 0.101
H 6.04393 0.35521 -0.83578 0.104
H -0.59974 -4.17975 -2.35760 0.129
H -6.42786 1.73911 0.56050 0.105
H -4.11178 3.86668 0.85302 0.081
H 3.99404 2.69592 -3.49758 0.106
H 4.09063 0.95935 -3.83302 0.092
H -5.50688 0.56615 -0.37830 0.090
H 1.96667 -5.88926 0.59770 0.129
H -5.15059 3.33605 2.16633 0.110
H -3.58251 3.80395 -3.24703 0.155
H 4.15433 -2.23620 2.63690 0.123
H -0.02407 0.76518 3.87138 0.141
H -3.15183 -0.17750 -2.55523 0.086
H -1.97650 5.46194 -1.23526 0.081
H -2.50841 -1.69493 -1.88217 0.065
H 1.08298 5.42057 0.96764 0.096
H 5.25440 -1.76668 -2.64596 0.111
H 0.73525 1.91013 -2.62962 0.083
H -3.75306 5.39373 -1.34275 0.094
H 2.16966 -3.28244 -3.79512 0.108
H 3.53887 -0.25215 1.25597 0.122
H -2.22245 -0.27266 3.22454 0.059
H -1.23329 -2.95373 -5.22845 0.097
H 1.78753 3.29528 -2.28141 0.106
H 2.30286 -1.99106 -5.00383 0.112
H 0.07634 -2.33484 -6.25941 0.105
H 3.32377 -4.46543 1.99808 0.130
H -0.66748 -0.10640 -5.27141 0.102
H 3.49702 2.24911 2.58123 0.095
H 3.72934 -2.25287 -1.90964 0.074
H -2.94244 -1.39652 0.03043 0.104
H 2.20011 -1.58013 -3.28355 0.068
H 5.12309 1.70442 -1.51499 0.092
H 5.13465 -1.92441 -0.88710 0.104
H 4.28537 3.44999 1.55322 0.103
```

Computed properties:
Molar mass (u): 937.74
LUMO energy (eV): -6.72
Gap between HOMO and LUMO (eV): 8.261
Energy relative to the best compared isomer or geometry (same formula, charge and spin) (eV): 0.001
Charge: +3
HOMO level (eV): -14.98